ORCA calculation (ωB97M-V/def2-TZVPD) on a cluster of 4 separate species, C19H42Cl2F3NO4 in total in a non-equilibrium geometry.

Output
max |F|	2.251	eV/Å
SMILES	CCCCCO[C@H](CCC(F)(F)F)[C@@H](N)[C@H](Cl)[C@@H](C)Cl.CCO.CCO.CCO
multiplicity	1
E_HOMO	-9.038	eV
total charge	0

Positions of all 71 atoms, in Å:
C (-4.92, 2.48, -2.63)
C (-4.08, 3.57, -3.35)
C (-2.63, 3.55, -2.90)
C (-1.92, 2.27, -3.40)
C (-1.79, 1.16, -2.34)
O (-0.44, 0.82, -2.18)
C (-0.14, 0.04, -1.01)
C (-1.18, -1.03, -0.72)
C (-0.87, -2.25, 0.18)
C (0.51, -2.59, 0.64)
F (1.42, -2.60, -0.30)
F (0.47, -3.87, 1.10)
F (0.93, -1.90, 1.66)
C (0.09, 1.07, 0.13)
N (-0.48, 0.62, 1.42)
C (1.52, 1.58, 0.23)
Cl (2.75, 0.28, 0.35)
C (1.72, 2.58, 1.37)
C (3.17, 2.81, 1.77)
Cl (1.04, 4.17, 0.85)
H (-4.43, 2.23, -1.70)
H (-4.93, 1.60, -3.25)
H (-5.92, 2.81, -2.42)
H (-4.16, 3.38, -4.42)
H (-4.53, 4.54, -3.16)
H (-2.58, 3.61, -1.82)
H (-2.13, 4.40, -3.35)
H (-0.95, 2.49, -3.83)
H (-2.54, 1.89, -4.21)
H (-2.40, 0.34, -2.69)
H (-2.19, 1.57, -1.41)
H (0.81, -0.41, -1.27)
H (-2.05, -0.54, -0.29)
H (-1.52, -1.40, -1.68)
H (-1.23, -3.14, -0.33)
H (-1.48, -2.19, 1.07)
H (-0.49, 1.95, -0.14)
H (0.24, 0.50, 2.13)
H (-1.16, 1.29, 1.73)
H (1.73, 2.13, -0.68)
H (1.19, 2.29, 2.26)
H (3.20, 3.72, 2.36)
H (3.51, 2.02, 2.42)
H (3.80, 2.88, 0.90)
C (4.76, -3.33, 1.94)
C (4.04, -3.66, 3.24)
O (3.24, -2.56, 3.67)
H (5.39, -2.45, 2.07)
H (5.38, -4.17, 1.61)
H (4.04, -3.10, 1.15)
H (4.75, -3.87, 4.03)
H (3.40, -4.54, 3.11)
H (2.59, -2.38, 2.98)
C (0.45, -1.97, -4.67)
C (-0.88, -2.62, -4.33)
O (-1.89, -1.65, -4.10)
H (0.76, -1.29, -3.87)
H (1.23, -2.71, -4.83)
H (0.35, -1.37, -5.58)
H (-0.79, -3.20, -3.41)
H (-1.20, -3.30, -5.13)
H (-1.99, -1.13, -4.91)
C (-0.16, -0.07, 6.40)
C (0.23, -0.61, 5.04)
O (0.39, 0.46, 4.10)
H (-1.09, 0.50, 6.34)
H (-0.30, -0.89, 7.12)
H (0.61, 0.60, 6.79)
H (-0.55, -1.26, 4.65)
H (1.16, -1.17, 5.10)
H (1.09, 1.04, 4.43)

=====

ORCA calculation (ωB97M-V/def2-TZVPD) on a cluster of 6 separate species, C19H42Cl2N6O8S in total in a non-equilibrium geometry.

Output
max |F|	1.580	eV/Å
multiplicity	1
E_HOMO	-8.578	eV
total charge	0

Positions of all 78 atoms, in Å:
C (4.76, -4.02, -0.63)
C (3.40, -3.49, -1.01)
Cl (2.16, -4.68, -1.06)
C (3.10, -2.20, -1.32)
Cl (4.34, -1.00, -1.39)
O (1.88, -1.73, -1.70)
S (1.04, -0.65, -0.65)
O (1.80, -0.72, 0.60)
O (-0.30, -1.46, -0.43)
C (-0.32, -2.73, 0.24)
N (-1.06, -3.66, -0.55)
H (5.55, -3.41, -1.07)
H (4.86, -5.05, -0.94)
H (4.87, -3.98, 0.45)
H (0.71, -3.04, 0.48)
H (-0.84, -2.60, 1.19)
H (-1.26, -4.51, -0.03)
H (-0.55, -3.92, -1.39)
C (-4.03, -5.90, 0.93)
C (-3.66, -6.41, -0.44)
O (-2.51, -6.37, -0.85)
N (-4.65, -6.92, -1.21)
C (-6.06, -7.05, -0.89)
H (-3.14, -5.53, 1.42)
H (-4.76, -5.09, 0.86)
H (-4.46, -6.70, 1.54)
H (-4.34, -7.24, -2.11)
H (-6.37, -8.10, -0.92)
H (-6.67, -6.49, -1.60)
H (-6.25, -6.67, 0.11)
C (-1.68, 1.18, -3.64)
C (-0.58, 2.00, -3.00)
O (-0.21, 1.82, -1.85)
N (0.01, 2.96, -3.76)
C (-0.27, 3.32, -5.13)
H (-2.03, 0.47, -2.90)
H (-2.52, 1.82, -3.94)
H (-1.32, 0.64, -4.51)
H (0.74, 3.48, -3.27)
H (0.61, 3.19, -5.76)
H (-0.59, 4.36, -5.21)
H (-1.06, 2.69, -5.53)
C (1.81, 4.59, 1.72)
C (1.14, 4.10, 2.99)
O (0.91, 4.86, 3.92)
N (0.82, 2.79, 3.07)
C (1.01, 1.75, 2.07)
H (1.99, 5.66, 1.83)
H (2.76, 4.09, 1.54)
H (1.17, 4.43, 0.85)
H (0.39, 2.53, 3.94)
H (0.05, 1.32, 1.78)
H (1.64, 0.95, 2.44)
H (1.48, 2.16, 1.18)
C (4.57, 6.41, -1.59)
C (3.21, 5.93, -2.03)
O (3.00, 4.76, -2.30)
N (2.21, 6.85, -2.10)
C (2.28, 8.27, -1.82)
H (5.24, 5.55, -1.58)
H (4.96, 7.16, -2.29)
H (4.53, 6.85, -0.59)
H (1.33, 6.47, -2.39)
H (1.60, 8.54, -1.01)
H (2.02, 8.86, -2.70)
H (3.29, 8.54, -1.52)
C (-0.49, -2.42, 4.79)
C (-1.89, -2.72, 4.29)
O (-2.19, -3.82, 3.86)
N (-2.79, -1.71, 4.32)
C (-2.60, -0.35, 4.79)
H (0.10, -3.32, 4.69)
H (-0.03, -1.62, 4.20)
H (-0.51, -2.11, 5.84)
H (-3.70, -1.97, 3.97)
H (-3.28, -0.12, 5.61)
H (-2.79, 0.37, 3.99)
H (-1.58, -0.21, 5.13)

=====

ORCA calculation (ωB97M-V/def2-TZVPD) on a structure of composition C19H42EuNOP3Se in a non-equilibrium geometry.

Output
<S²>	12.0315
max |F|	2.516	eV/Å
multiplicity	7
E_HOMO (alpha / beta)	-16.391 / -16.394	eV
total charge	+3

Positions of all 68 atoms, in Å:
Eu (-1.80, 0.67, -0.22)
P (-1.12, -2.10, 1.14)
P (1.62, -0.68, 2.08)
P (1.62, -1.47, -1.16)
H (-3.62, 3.33, -4.96)
C (-3.96, 2.28, -5.05)
C (-3.77, 1.28, -4.21)
H (-3.24, 1.20, -3.19)
C (-2.54, -1.75, 2.24)
C (-0.53, -3.53, 2.16)
C (-1.97, -3.17, -0.08)
C (2.83, 0.73, 2.18)
C (0.73, -0.26, 3.65)
C (2.80, -2.02, 2.67)
C (1.59, -1.65, -2.92)
C (1.72, -3.23, -0.68)
C (3.39, -1.08, -0.90)
H (-4.49, 2.11, -6.01)
H (-4.12, 0.31, -4.57)
H (-3.00, -0.77, 2.11)
H (-2.19, -1.81, 3.28)
H (-3.31, -2.53, 2.11)
H (-0.26, -3.24, 3.18)
H (0.32, -4.07, 1.72)
H (-1.37, -4.24, 2.22)
H (-2.61, -2.58, -0.74)
H (-2.59, -3.84, 0.54)
H (-1.30, -3.78, -0.70)
H (3.44, 0.64, 3.09)
H (2.28, 1.68, 2.18)
H (3.46, 0.72, 1.27)
H (1.49, -0.05, 4.42)
H (0.07, -1.07, 3.98)
H (0.13, 0.64, 3.47)
H (3.35, -1.64, 3.55)
H (3.51, -2.27, 1.86)
H (2.21, -2.92, 2.92)
H (2.57, -1.91, -3.31)
H (1.30, -0.67, -3.30)
H (0.87, -2.38, -3.27)
H (2.36, -3.73, -1.43)
H (0.75, -3.72, -0.72)
H (2.18, -3.43, 0.29)
H (3.96, -1.70, -1.62)
H (3.84, -1.30, 0.08)
H (3.63, -0.04, -1.13)
C (1.14, 2.75, -1.93)
C (-0.15, 3.13, -2.39)
C (-0.38, 3.29, -3.75)
C (0.72, 3.29, -4.63)
C (2.03, 3.09, -4.14)
C (2.28, 2.83, -2.78)
Se (1.09, 2.02, -0.23)
H (0.67, -0.32, -1.00)
H (-0.93, 3.35, -1.63)
H (-1.41, 3.42, -4.13)
H (0.61, 3.47, -5.71)
H (2.86, 3.07, -4.86)
H (3.27, 2.64, -2.34)
C (-2.68, 3.58, 3.07)
C (-2.31, 2.13, 3.09)
N (-2.24, 1.57, 4.31)
O (-2.16, 1.38, 2.07)
H (-2.04, 4.11, 3.82)
H (-3.76, 3.67, 3.35)
H (-2.48, 3.91, 2.04)
H (-2.06, 0.57, 4.39)
H (-2.33, 2.10, 5.16)

=====

ORCA calculation (ωB97M-V/def2-TZVPD) on a cluster of 2 separate species, C19H42FN3O2PS in total in a non-equilibrium geometry.

Output
max |F|	7.369	eV/Å
multiplicity	1
E_HOMO	-4.105	eV
total charge	-1

Positions of all 69 atoms, in Å:
C (1.59, 2.71, 3.18)
C (0.78, 3.93, 2.37)
C (1.04, 3.68, 0.75)
C (-0.15, 4.36, -0.20)
C (-0.47, 3.19, -1.36)
C (0.74, 3.26, -2.46)
C (1.87, 2.08, -2.34)
P (1.28, 0.32, -2.76)
N (0.64, -1.35, -3.09)
F (0.01, 0.89, -3.88)
C (2.41, 0.14, -4.29)
C (4.02, 0.18, -3.99)
C (2.55, -0.53, -1.57)
C (1.88, -1.00, -0.13)
C (1.67, -2.66, -0.05)
C (0.14, -3.13, -0.40)
C (-0.59, -4.05, 0.75)
C (-2.17, -4.24, 0.23)
C (-3.07, -2.86, 0.41)
S (-3.13, -2.26, 2.22)
C (-3.04, -0.36, 2.11)
N (-1.78, 0.52, 2.11)
N (-2.11, 1.89, 1.99)
C (-3.62, 1.97, 1.88)
O (-4.18, 0.58, 1.99)
H (2.74, 2.70, 2.90)
H (1.19, 1.63, 2.87)
H (1.53, 2.83, 4.35)
H (1.35, 4.92, 2.65)
H (-0.35, 3.95, 2.67)
H (2.10, 4.08, 0.39)
H (1.10, 2.50, 0.62)
H (0.16, 5.39, -0.67)
H (-1.11, 4.40, 0.48)
H (-1.49, 3.40, -1.89)
H (-0.56, 2.19, -0.76)
H (0.30, 3.41, -3.56)
H (1.32, 4.28, -2.24)
H (2.21, 2.06, -1.20)
H (2.81, 2.45, -2.94)
H (0.30, 0.43, -1.72)
H (-0.27, -1.38, -2.53)
H (0.29, -1.42, -4.09)
H (2.21, -0.83, -4.95)
H (2.17, 1.06, -5.01)
H (4.36, 0.94, -3.18)
H (4.57, 0.36, -5.03)
H (4.35, -0.92, -3.66)
H (3.42, 0.24, -1.27)
H (2.99, -1.53, -2.05)
H (2.71, -0.78, 0.70)
H (0.94, -0.40, 0.19)
H (2.50, -3.18, -0.71)
H (1.90, -2.94, 1.09)
H (-0.50, -2.13, -0.49)
H (0.17, -3.61, -1.47)
H (-0.05, -5.11, 0.71)
H (-0.53, -3.54, 1.80)
H (-2.67, -5.20, 0.67)
H (-2.07, -4.45, -0.94)
H (-4.16, -3.11, -0.01)
H (-2.67, -1.99, -0.30)
H (-4.21, 2.97, 1.75)
C (-4.53, -3.66, 5.67)
O (-3.17, -3.28, 5.76)
H (-4.77, -4.33, 6.50)
H (-5.16, -2.77, 5.73)
H (-4.70, -4.18, 4.72)
H (-2.99, -2.68, 5.01)

=====

ORCA calculation (ωB97M-V/def2-TZVPD) on a structure of composition C19H42NO32S9Si in a non-equilibrium geometry.

Output
max |F|	8.772	eV/Å
multiplicity	1
E_HOMO	-5.736	eV
total charge	-1

Positions of all 104 atoms, in Å:
C (1.82, 0.47, -0.48)
C (1.02, 1.10, -1.75)
S (0.50, 2.87, -1.53)
O (1.80, 3.69, -1.39)
O (-0.16, 3.39, -2.83)
N (-0.42, 3.19, -0.11)
S (-1.70, 2.05, 0.12)
O (-1.22, 0.62, 0.44)
O (-2.45, 2.51, 1.39)
Si (-3.20, 2.04, -1.46)
C (-4.86, 1.48, -0.60)
C (-3.57, 3.78, -2.21)
C (-2.87, 0.72, -2.84)
H (1.34, -0.57, -0.24)
H (2.94, 0.27, -0.75)
H (1.73, 1.09, 0.49)
H (1.66, 1.06, -2.73)
H (0.04, 0.48, -1.85)
H (-4.61, 1.17, 0.51)
H (-5.31, 0.52, -1.08)
H (-5.64, 2.34, -0.54)
H (-4.17, 3.69, -3.21)
H (-2.55, 4.32, -2.39)
H (-4.16, 4.46, -1.46)
H (-3.34, -0.29, -2.50)
H (-3.49, 1.06, -3.77)
H (-1.76, 0.62, -3.14)
C (0.12, -3.75, -1.74)
C (-1.18, -4.28, -2.34)
O (-1.70, -3.19, -3.10)
S (-0.47, -2.32, -3.70)
O (-0.23, -2.74, -5.05)
O (-0.66, -0.94, -3.33)
O (0.71, -2.94, -2.77)
H (-0.07, -3.12, -0.87)
H (0.81, -4.56, -1.46)
H (-1.89, -4.59, -1.57)
H (-0.99, -5.11, -3.02)
C (-1.44, 6.69, 0.91)
C (-0.42, 6.44, 2.01)
O (-0.02, 7.73, 2.45)
S (-1.28, 8.75, 2.31)
O (-1.92, 8.85, 3.60)
O (-0.86, 9.90, 1.56)
O (-2.20, 7.82, 1.36)
H (-0.96, 6.96, -0.03)
H (-2.09, 5.83, 0.75)
H (0.44, 5.87, 1.65)
H (-0.87, 5.91, 2.85)
C (4.85, -1.62, -5.22)
C (5.51, -1.09, -3.96)
O (4.59, -1.38, -2.91)
S (3.79, -2.75, -3.27)
O (4.42, -3.84, -2.58)
O (2.37, -2.48, -3.17)
O (4.20, -2.83, -4.84)
H (4.09, -0.92, -5.59)
H (5.57, -1.81, -6.02)
H (5.72, -0.02, -4.01)
H (6.44, -1.63, -3.75)
C (-7.69, -2.07, 0.67)
C (-7.95, -3.43, 0.04)
O (-7.09, -3.48, -1.10)
S (-5.73, -2.64, -0.77)
O (-4.72, -3.57, -0.35)
O (-5.53, -1.68, -1.82)
O (-6.29, -1.86, 0.54)
H (-8.21, -1.28, 0.13)
H (-7.98, -2.05, 1.73)
H (-8.99, -3.56, -0.27)
H (-7.67, -4.25, 0.71)
C (2.16, -2.20, 2.97)
C (2.02, -3.72, 2.92)
O (0.62, -3.97, 3.06)
S (-0.21, -2.75, 2.38)
O (-0.58, -3.15, 1.05)
O (-1.14, -2.24, 3.34)
O (1.03, -1.70, 2.26)
H (2.10, -1.84, 4.00)
H (3.08, -1.86, 2.51)
H (2.58, -4.21, 3.72)
H (2.34, -4.11, 1.95)
C (9.59, 1.71, -0.91)
C (8.06, 1.70, -0.99)
O (7.77, 1.22, -2.30)
S (8.92, 0.16, -2.75)
O (8.45, -1.17, -2.49)
O (9.44, 0.57, -4.02)
O (10.01, 0.54, -1.60)
H (10.00, 2.59, -1.42)
H (9.94, 1.70, 0.13)
H (7.63, 2.69, -0.84)
H (7.64, 1.00, -0.27)
C (-1.99, -1.62, 8.17)
C (-3.28, -1.48, 7.37)
O (-2.91, -1.75, 6.02)
S (-1.69, -2.83, 6.00)
O (-2.25, -4.13, 5.77)
O (-0.62, -2.29, 5.21)
O (-1.29, -2.71, 7.58)
H (-1.37, -0.72, 8.07)
H (-2.18, -1.82, 9.22)
H (-3.73, -0.49, 7.46)
H (-4.02, -2.24, 7.67)

=====

ORCA calculation (ωB97M-V/def2-TZVPD) on a structure of composition C19H42NOP3STb in a non-equilibrium geometry.

Output
<S²>	12.6023
max |F|	6.961	eV/Å
multiplicity	7
E_HOMO (alpha / beta)	-15.591 / -15.590	eV
total charge	+3

Positions of all 68 atoms, in Å:
Tb (0.65, -0.14, 1.12)
P (0.60, -2.07, -1.21)
P (1.19, 1.71, -1.16)
P (-1.18, -2.14, 2.05)
H (-0.39, 2.31, 2.07)
C (-0.38, 1.36, 2.63)
C (0.78, 0.78, 3.12)
H (1.77, 1.25, 3.04)
C (-0.79, -2.06, -2.39)
C (2.03, -1.95, -2.35)
C (0.71, -3.84, -0.75)
C (1.41, 3.47, -0.71)
C (2.70, 1.45, -2.18)
C (-0.09, 1.84, -2.46)
C (-2.17, -1.68, 3.52)
C (-0.40, -3.69, 2.67)
C (-2.51, -2.82, 0.98)
H (-1.41, 1.24, 3.01)
H (0.75, -0.06, 3.82)
H (-0.75, -2.91, -3.08)
H (-0.77, -1.13, -2.97)
H (-1.74, -2.09, -1.84)
H (2.16, -2.89, -2.90)
H (2.94, -1.77, -1.76)
H (1.90, -1.12, -3.06)
H (1.05, -4.42, -1.61)
H (-0.26, -4.23, -0.41)
H (1.44, -3.96, 0.05)
H (2.09, 3.97, -1.41)
H (1.85, 3.54, 0.29)
H (0.46, 4.02, -0.71)
H (2.45, 1.43, -3.25)
H (3.21, 0.50, -1.97)
H (3.43, 2.26, -2.03)
H (-0.05, 2.81, -2.97)
H (-1.09, 1.76, -2.02)
H (0.02, 1.05, -3.20)
H (-2.88, -2.47, 3.83)
H (-2.75, -0.78, 3.32)
H (-1.51, -1.47, 4.37)
H (-1.13, -4.40, 3.09)
H (0.32, -3.44, 3.46)
H (0.17, -4.21, 1.89)
H (-3.26, -3.36, 1.58)
H (-2.14, -3.49, 0.21)
H (-3.02, -1.98, 0.49)
C (-3.34, 2.24, -0.10)
C (-4.42, 2.15, -1.16)
C (-4.20, 3.11, -2.28)
C (-3.44, 4.23, -2.12)
C (-2.64, 4.44, -0.97)
C (-2.54, 3.40, -0.02)
S (-3.66, 0.89, 0.82)
H (-4.33, 1.07, -1.46)
H (-5.43, 2.28, -0.71)
H (-4.74, 2.90, -3.22)
H (-3.45, 5.02, -2.89)
H (-2.14, 5.42, -0.85)
H (-1.84, 3.51, 0.81)
C (4.76, -1.79, 1.66)
C (4.00, -0.56, 1.34)
N (4.66, 0.52, 0.93)
O (2.72, -0.50, 1.44)
H (5.64, -1.58, 2.30)
H (5.08, -2.32, 0.74)
H (4.08, -2.46, 2.19)
H (4.13, 1.30, 0.57)
H (5.67, 0.56, 0.79)

=====

- Look up the max |F| of the fifth one.
  8.772 eV/Å

=====

- What is the formula in the fifth record?
  C19H42NO32S9Si